{"formula": "C26H43NPdSSi4", "method": "ωB97M-V/def2-TZVPD", "species": ["Pd", "S", "Si", "Si", "Si", "Si", "N", "C", "C", "C", "C", "C", "C", "C", "C", "C", "C", "C", "C", "C", "C", "C", "C", "C", "C", "C", "C", "C", "C", "C", "C", "C", "C", "H", "H", "H", "H", "H", "H", "H", "H", "H", "H", "H", "H", "H", "H", "H", "H", "H", "H", "H", "H", "H", "H", "H", "H", "H", "H", "H", "H", "H", "H", "H", "H", "H", "H", "H", "H", "H", "H", "H", "H", "H", "H", "H"], "coordinates": [[-0.27241, -0.14295, 0.08765], [-2.01549, 1.83739, 1.78246], [-0.76351, -2.40221, 0.17954], [-2.76323, -2.94471, 1.32313], [1.00962, -3.39232, 1.37724], [-1.02616, -3.13147, -2.04692], [-1.98843, 0.37428, 1.14689], [1.46658, 0.06069, -1.27446], [-1.41784, 2.86272, 4.29310], [-5.81481, 3.13327, 1.92884], [-3.70153, 2.08137, 2.30615], [-1.68678, -4.89990, -2.20346], [-0.32960, 0.79593, 3.67011], [0.16694, 1.83349, 5.78031], [-3.04332, -4.81058, 1.45885], [2.63445, -3.21838, 0.42486], [-4.27518, -2.21892, 0.43313], [1.83163, 0.87671, -0.15599], [0.12260, 1.90860, -1.30448], [-1.21310, 1.82542, 3.39475], [-0.72319, 2.86050, 5.48955], [-5.57782, 1.46707, 3.65423], [0.36137, 0.80232, 4.87483], [-4.47599, 2.98514, 1.59575], [-2.26079, -1.99823, -2.91927], [0.48553, 0.78619, -2.04111], [-4.24087, 1.31739, 3.33683], [0.61154, -3.04908, -2.98853], [-6.36044, 2.37595, 2.95217], [0.76186, -5.22484, 1.78633], [0.93383, 1.94555, -0.11237], [1.25813, -2.49963, 3.02854], [-2.72234, -2.31135, 3.12479], [1.38820, -1.42790, 2.85584], [-0.18200, 0.00398, 2.94418], [-0.64438, 2.62105, -1.56905], [-1.03982, -5.62632, -1.70907], [-7.40508, 2.49143, 3.20794], [2.00800, -0.80666, -1.61571], [-2.46745, -0.29638, 1.74004], [-6.01124, 0.87599, 4.44953], [-2.17459, -3.02615, 3.74289], [1.62255, -5.62148, 2.32909], [2.15177, -2.87038, 3.53472], [-4.07869, -1.24209, -0.00865], [-2.26068, -5.29296, 2.04336], [0.63254, -5.82411, 0.88334], [-5.12755, -2.12706, 1.11126], [1.38308, -3.67115, -2.53523], [-2.06145, -0.95029, -2.68538], [0.90574, 2.71430, 0.64620], [0.98650, -2.02845, -3.04268], [3.44150, -3.70943, 0.97517], [-3.73702, -2.24264, 3.52805], [0.70803, 1.83854, 6.71705], [-3.61651, 0.61936, 3.88228], [2.58557, -3.66696, -0.56728], [-6.42939, 3.83707, 1.38456], [-2.20989, -2.12672, -4.00270], [-3.99834, -5.01231, 1.95148], [1.04941, -0.00339, 5.09449], [2.62849, 0.66557, 0.54137], [-3.28158, -2.22010, -2.60377], [-3.06773, -5.28871, 0.48136], [2.90045, -2.16748, 0.30471], [-4.03827, 3.56073, 0.79061], [-2.11824, 3.65861, 4.06790], [-0.87872, 3.65950, 6.20168], [0.40680, -2.64105, 3.69608], [-4.57255, -2.88857, -0.37588], [0.08262, 0.46750, -2.99033], [-0.11978, -5.37596, 2.40995], [-2.68387, -4.99184, -1.77354], [-2.23176, -1.34748, 3.26897], [-1.75796, -5.18019, -3.25760], [0.45789, -3.40170, -4.01234]], "e_above_lowest_kj_mol": 0.00, "multiplicity": 1, "homo_lumo_gap_ev": 7.00, "total_energy_ha": -2755.34169, "homo_energy_ev": -6.90}